{
  "formula": "C33H45HgN3P",
  "method": "ωB97M-V with the def2-TZVPD basis set",
  "s2": 0.763,
  "spin_multiplicity": 2,
  "e_homo_ev": [-8.0, -7.4],
  "de_lowest_ev": 0.801,
  "elements": ["Hg", "C", "C", "C", "C", "C", "C", "C", "C", "C", "C", "C", "C", "C", "C", "C", "C", "C", "C", "C", "C", "C", "P", "C", "C", "C", "C", "C", "C", "C", "C", "H", "H", "H", "H", "H", "H", "H", "H", "H", "H", "H", "H", "H", "H", "H", "H", "H", "H", "H", "H", "H", "H", "H", "H", "H", "H", "H", "H", "H", "H", "H", "H", "H", "H", "H", "H", "H", "H", "H", "H", "H", "H", "H", "H", "H", "N", "C", "C", "C", "N", "C", "N"],
  "positions_angstrom": [[-1.807, 0.896, -1.183], [2.603, 0.856, -5.347], [1.184, 0.949, -4.776], [0.225, 0.051, -5.555], [1.244, 0.619, -3.307], [1.231, -0.686, -2.846], [1.371, -0.994, -1.498], [1.452, -2.451, -1.099], [2.818, -3.024, -1.493], [0.338, -3.285, -1.741], [1.513, 0.046, -0.564], [1.543, 1.373, -1.019], [1.405, 1.635, -2.377], [1.795, 2.525, -0.078], [3.240, 3.010, -0.214], [0.834, 3.692, -0.323], [1.877, -0.292, 0.841], [3.238, -0.535, 1.033], [3.748, -0.961, 2.243], [2.878, -1.182, 3.298], [1.532, -0.919, 3.139], [1.011, -0.447, 1.935], [-0.782, -0.034, 1.815], [-1.097, 1.275, 3.178], [-2.611, 1.485, 3.238], [-0.454, 2.553, 2.641], [-0.528, 1.026, 4.573], [-1.705, -1.650, 2.252], [-3.102, -1.527, 1.639], [-1.835, -2.035, 3.723], [-0.954, -2.758, 1.518], [2.616, 1.132, -6.399], [2.987, -0.158, -5.251], [3.274, 1.520, -4.806], [0.843, 1.985, -4.875], [0.625, -0.955, -5.657], [0.070, 0.453, -6.554], [-0.740, -0.004, -5.057], [1.158, -1.491, -3.558], [1.366, -2.524, -0.011], [2.990, -2.901, -2.560], [2.861, -4.085, -1.257], [3.616, -2.522, -0.950], [0.544, -3.470, -2.791], [-0.620, -2.773, -1.678], [0.257, -4.250, -1.245], [1.454, 2.656, -2.721], [1.659, 2.161, 0.943], [3.437, 3.332, -1.234], [3.937, 2.214, 0.040], [3.412, 3.851, 0.453], [1.115, 4.246, -1.214], [0.852, 4.381, 0.518], [-0.187, 3.332, -0.459], [3.900, -0.390, 0.191], [4.808, -1.138, 2.356], [3.244, -1.554, 4.242], [0.869, -1.100, 3.967], [-3.024, 1.582, 2.233], [-2.840, 2.401, 3.782], [-3.118, 0.668, 3.745], [-0.805, 2.760, 1.632], [0.630, 2.459, 2.630], [-0.707, 3.403, 3.274], [-0.891, 0.110, 5.026], [-0.828, 1.855, 5.215], [0.558, 1.010, 4.548], [-3.730, -0.829, 2.185], [-3.600, -2.493, 1.647], [-3.044, -1.196, 0.600], [-2.398, -1.307, 4.301], [-0.865, -2.188, 4.188], [-2.374, -2.981, 3.775], [-0.836, -2.490, 0.472], [-1.524, -3.684, 1.572], [0.028, -2.932, 1.957], [-4.058, 0.893, -2.830], [-5.049, 0.687, -2.259], [-6.203, 0.395, -1.575], [-6.402, -0.921, -1.163], [-6.526, -2.007, -0.802], [-7.111, 1.399, -1.249], [-7.839, 2.250, -0.981]],
  "lowdin_spin": [0.3223, 0.0002, 0.0002, 0.0004, 0.0100, 0.0049, 0.0044, 0.0000, 0.0000, 0.0004, 0.0099, 0.0188, 0.0200, 0.0010, 0.0005, 0.0062, 0.0016, 0.0000, -0.0003, 0.0011, 0.0045, 0.0179, 0.1444, 0.0156, -0.0003, 0.0003, 0.0060, 0.0148, 0.0014, 0.0057, 0.0000, 0.0000, 0.0000, 0.0000, 0.0000, 0.0000, 0.0000, 0.0006, 0.0000, 0.0000, 0.0000, 0.0000, 0.0000, 0.0000, 0.0009, 0.0000, 0.0000, 0.0000, 0.0000, 0.0000, 0.0000, 0.0001, 0.0001, 0.0130, 0.0000, 0.0000, 0.0002, 0.0004, -0.0002, 0.0000, 0.0000, -0.0001, 0.0000, -0.0001, 0.0001, 0.0012, 0.0001, -0.0001, -0.0001, 0.0039, 0.0001, 0.0000, 0.0010, -0.0004, 0.0001, 0.0000, 0.1444, 0.0088, 0.0859, 0.0115, 0.0523, 0.0114, 0.0525]
}

***

{
  "formula": "C33H45N5O2PY",
  "method": "ωB97M-V with the def2-TZVPD basis set",
  "charge": 2,
  "e_homo_ev": -12.8,
  "elements": ["Y", "C", "C", "C", "P", "C", "C", "C", "C", "C", "C", "C", "C", "C", "C", "N", "C", "C", "C", "C", "C", "C", "C", "C", "C", "H", "H", "H", "H", "H", "H", "H", "H", "H", "H", "H", "H", "H", "H", "H", "H", "H", "H", "H", "H", "H", "H", "H", "H", "H", "H", "H", "H", "H", "H", "H", "C", "N", "C", "C", "N", "C", "H", "H", "H", "H", "H", "H", "O", "C", "N", "C", "O", "C", "C", "C", "C", "N", "C", "H", "H", "H", "H", "H", "H", "H", "H"],
  "positions_angstrom": [[0.376, -1.602, -0.549], [-2.670, -0.848, 1.816], [-1.593, -0.974, 2.897], [-1.593, 0.229, 3.838], [0.064, -1.330, 2.151], [0.816, -2.626, 3.223], [0.865, -2.367, 4.730], [2.183, -3.065, 2.707], [1.075, 0.186, 2.118], [1.701, 0.688, 3.270], [2.419, 1.870, 3.274], [3.030, 2.415, 4.537], [2.516, 2.563, 2.065], [1.915, 2.099, 0.912], [1.183, 0.911, 0.914], [0.570, 0.437, -0.284], [0.098, 1.389, -1.257], [0.493, 1.242, -2.592], [1.371, 0.098, -3.034], [0.064, 2.165, -3.542], [-0.755, 3.233, -3.204], [-1.214, 4.228, -4.235], [-1.179, 3.323, -1.882], [-0.787, 2.417, -0.903], [-1.336, 2.575, 0.490], [-3.651, -0.717, 2.272], [-2.722, -1.735, 1.179], [-2.496, 0.025, 1.181], [-1.794, -1.878, 3.483], [-1.258, 1.137, 3.336], [-0.951, 0.078, 4.706], [-2.606, 0.402, 4.201], [0.103, -3.444, 3.055], [1.696, -1.715, 4.993], [1.031, -3.314, 5.246], [-0.056, -1.939, 5.124], [2.916, -2.261, 2.812], [2.171, -3.381, 1.660], [2.546, -3.911, 3.291], [1.591, 0.157, 4.205], [3.228, 1.623, 5.257], [2.364, 3.137, 5.013], [3.969, 2.928, 4.332], [3.074, 3.492, 2.030], [2.001, 2.664, -0.008], [2.300, 0.038, -2.465], [1.616, 0.181, -4.091], [0.858, -0.879, -2.964], [0.390, 2.051, -4.570], [-0.638, 4.139, -5.155], [-1.113, 5.250, -3.870], [-2.265, 4.068, -4.485], [-1.848, 4.130, -1.597], [-2.384, 2.876, 0.449], [-0.795, 3.341, 1.050], [-1.271, 1.654, 1.065], [6.102, -1.414, -0.339], [4.802, -1.936, -0.774], [4.595, -2.857, -1.778], [3.255, -3.041, -1.855], [2.633, -2.241, -0.910], [3.611, -1.595, -0.282], [6.754, -2.241, -0.073], [5.944, -0.783, 0.531], [6.547, -0.829, -1.140], [5.409, -3.290, -2.331], [2.707, -3.686, -2.519], [3.484, -0.875, 0.514], [-4.234, 1.915, -4.951], [-3.693, 1.123, -3.939], [-4.478, 1.279, -2.714], [-4.727, 0.333, -1.784], [-5.532, 0.433, -0.884], [-3.902, -0.931, -1.847], [-4.524, -2.171, -1.825], [-3.750, -3.318, -1.734], [-2.384, -3.181, -1.596], [-1.774, -1.983, -1.568], [-2.526, -0.878, -1.727], [-5.061, 1.530, -5.264], [-2.674, 1.479, -3.793], [-3.667, 0.064, -4.205], [-4.974, 2.154, -2.602], [-5.605, -2.229, -1.867], [-4.194, -4.303, -1.742], [-1.754, -4.057, -1.488], [-2.009, 0.078, -1.710]],
  "lowdin_charge": [1.4583, -0.1115, -0.5161, -0.0866, 1.0116, -0.5496, -0.0889, -0.1191, -0.3123, -0.0416, -0.2546, -0.0314, -0.0035, -0.0099, -0.3309, -0.1651, -0.2530, -0.2152, -0.0493, -0.0055, -0.2665, -0.0244, 0.0063, -0.2061, -0.0170, 0.0978, 0.0597, 0.0572, 0.1120, 0.0730, 0.0722, 0.0951, 0.1092, 0.0731, 0.0945, 0.0697, 0.0783, 0.0485, 0.0935, 0.0963, 0.0826, 0.0941, 0.0865, 0.1280, 0.1294, 0.0757, 0.0961, 0.0434, 0.1262, 0.0854, 0.0911, 0.0815, 0.1351, 0.0959, 0.1006, 0.0374, 0.0293, -0.0944, -0.0191, -0.1079, -0.0980, -0.1582, 0.1059, 0.0990, 0.1060, 0.1399, 0.1147, 0.1387, -0.0064, -0.2460, 0.1285, -0.4632, 0.1049, -0.1057, 0.0549, -0.0047, -0.1204, -0.0764, -0.0753, 0.1102, 0.1042, 0.1325, 0.1645, 0.1459, 0.1269, 0.1178, 0.1150]
}